The following is a DFT calculation (wB97M-V/def2-TZVPD) of an isolated molecule of C2BrF4NO at a distorted geometry.

Each line ends with the natural charge from an NBO analysis.
Element x y z (Å)
C (-1.140, -0.359, 0.242)  0.8890
C (1.276, 0.566, -0.264)  0.6791
N (0.022, -0.407, -0.341)  -0.0553
O (0.330, -1.304, -1.168)  -0.5434
F (-1.512, 0.451, 1.143)  -0.2549
F (-2.020, -1.215, -0.079)  -0.2462
F (1.401, 0.917, -1.597)  -0.3110
F (1.122, 1.649, 0.454)  -0.2960
Br (2.792, -0.290, 0.301)  0.1387

The gap between HOMO and LUMO (alpha / beta) comes out at 9.64 / 9.64 eV.



The following is a DFT calculation (wB97M-V/def2-TZVPD) of a structure of composition C2BrN2O2 at a distorted geometry.

Each line ends with the natural charge from an NBO analysis.
Element x y z (Å)
C (-0.217, 0.536, -1.028)  0.9184
C (0.576, -0.560, 0.389)  -0.1592
N (0.137, -0.107, 1.685)  -0.1163
N (0.067, -1.294, 1.560)  -0.1236
O (-1.280, 0.066, -1.226)  -0.6701
O (0.506, 1.452, -1.234)  -0.6525
Br (2.570, -0.344, 0.339)  -0.1967

The gap between HOMO and LUMO comes out at 8.07 eV. As for the total charge: -1.



The following is a DFT calculation (wB97M-V/def2-TZVPD) of a cluster of 2 separate species, C2BrNO6 in total at a distorted geometry.

Each line ends with the natural charge from an NBO analysis.
Element x y z (Å)
C (-1.772, -0.946, 0.008)  0.9315
C (1.241, 2.042, -0.372)  1.0480
N (0.914, -0.679, -0.247)  0.2499
O (-1.891, 0.088, 0.613)  -0.7913
O (1.516, 2.737, 0.519)  -0.5923
O (-2.671, -1.696, -0.499)  -0.8437
O (1.061, 1.762, -1.478)  -0.5534
O (-0.570, -1.503, -0.356)  -0.5555
O (0.905, 0.146, 0.631)  -0.4492
Br (2.137, -2.368, 0.194)  -0.4440

The gap between HOMO and LUMO comes out at 5.88 eV. As for the total charge: -2.